1.
C2H4O3PS as an isolated structure. Source: OMol25; level of theory: wB97M-V/def2-TZVPD.

Each line ends with the Löwdin charge.
Positions of all 11 atoms, in Å:
C 0.89777 -0.89285 0.22946  -0.477
C -0.84095 -0.69787 0.19625  -0.219
O -0.00290 1.70522 0.84869  -0.477
O -0.49452 1.15504 -1.59197  -0.444
O -2.24519 1.56409 -0.00792  -0.401
P 1.80364 0.32079 -0.41338  0.830
S -0.87534 1.10401 -0.19057  0.282
H 1.28339 -1.71566 0.66252  -0.052
H -1.19741 -1.23447 -0.56705  0.002
H -1.37531 -0.77955 1.21518  0.098
H 3.04682 -0.52875 -0.38120  -0.143

Results
- HOMO-LUMO gap (eV) = 8.7970
- HOMO (eV) = -4.7504
- E_LUMO (Ha) = 0.1487
- relative energy (zero: lowest compared OMol25 entry of this formula, charge and spin) (eV) = 4.4683
- charge = -1

***

2.
An isolated ion of composition C5H11IN3 and charge +1. Source: OMol25; level of theory: wB97M-V/def2-TZVPD.

Each line ends with the Löwdin charge.
Positions of all 20 atoms, in Å:
C -1.46140 0.68955 -1.68653  0.017
C -0.33201 -0.14301 -1.06146  -0.295
C -0.67654 -1.13243 -0.04523  0.083
N 0.02046 -0.90020 1.05934  -0.190
C -0.01461 -1.58195 2.34040  0.001
N 0.81725 0.13077 0.87896  -0.128
I -0.28154 1.92152 2.33948  0.440
N 0.69959 0.55150 -0.36199  -0.199
C 1.76998 1.33665 -0.91792  0.009
H -1.91499 1.25169 -0.82353  0.105
H -2.06393 0.02295 -2.15733  0.058
H -1.17711 1.52424 -2.25820  0.076
H 0.09250 -0.75175 -1.93533  0.196
H -1.36809 -1.97237 -0.16644  0.172
H 0.54098 -2.50667 2.20263  0.105
H -1.08691 -2.01268 2.34178  0.139
H 0.29077 -0.85728 3.16082  0.080
H 2.73405 0.72144 -1.08346  0.134
H 1.35187 1.81358 -1.81823  0.111
H 2.05969 1.89444 -0.00776  0.085

Results
- HOMO-LUMO gap (alpha / beta) (eV) = 6.7380 / 7.3551
- HOMO (alpha / beta) (eV) = -12.5154 / -12.9338
- E_LUMO (alpha / beta) (Ha) = -0.2123 / -0.2050
- relative energy (zero: lowest compared OMol25 entry of this formula, charge and spin) (eV) = 4.7079
- SMILES = C[C@@H]1C=[N+](C)N(I)N1C
- charge = +1

***

3.
A 2-piece molecular cluster, C6H12O2 overall. Source: OMol25; level of theory: wB97M-V/def2-TZVPD.

Each line ends with the Löwdin spin population.
Positions of all 20 atoms, in Å:
C -1.68413 -1.69362 -2.49694  0.031
C -0.99062 -1.66781 -1.13767  0.036
C -0.30570 -0.34786 -0.84429  0.223
C -0.75861 0.52116 0.14013  0.216
C 0.02403 1.72883 0.41196  0.102
C 0.72760 1.96489 1.53802  0.157
O 1.33154 3.21743 1.86533  0.042
H -1.02820 -1.19957 -3.22326  0.006
H -2.47624 -0.93796 -2.44121  0.002
H -2.17136 -2.60913 -2.83133  0.008
H -0.13830 -2.35782 -1.05769  0.016
H -1.71229 -1.93934 -0.35802  0.002
H 0.60218 -0.19908 -1.41877  0.040
H -1.47278 0.23756 0.90371  0.025
H 0.23326 2.38316 -0.44566  0.019
H 0.75457 1.40389 2.46004  0.018
H 1.77075 3.56796 1.07146  0.002
H 2.42134 -0.78975 1.81331  0.018
H 2.23475 -0.91220 3.37595  0.006
O 2.63821 -0.37075 2.67493  0.031

Results
- HOMO-LUMO gap (alpha / beta) (eV) = 3.1445 / 6.7759
- 2S+1 = 2
- HOMO (alpha / beta) (eV) = 0.6889 / -3.0799
- E_LUMO (alpha / beta) (Ha) = 0.1409 / 0.1358
- relative energy (zero: lowest compared OMol25 entry of this formula, charge and spin) (eV) = 1.6995
- charge = -1

***

4.
A 2-piece molecular cluster, C19H31N3O2 overall. Source: OMol25; level of theory: wB97M-V/def2-TZVPD.

Each line ends with the Löwdin charge.
Positions of all 55 atoms, in Å:
C 0.55485 -0.48123 -0.34160  -0.107
C -0.23156 -1.78834 -0.49665  -0.223
C -0.30681 -2.65995 0.78662  -0.306
C 1.12308 -3.10083 1.16767  -0.056
C -1.23403 -3.90274 0.62792  -0.170
N -2.43031 -3.58825 -0.18152  0.088
C -2.90707 -4.23896 -1.24183  -0.569
C -2.19132 -5.46465 -1.77321  0.007
O -3.93593 -3.86090 -1.77494  0.037
C -1.65171 -4.56333 1.96592  -0.441
O -1.02515 -4.37270 3.00180  0.055
N -2.77644 -5.29465 1.97027  0.019
C -3.33440 -5.93038 3.16327  -0.053
H 0.43496 0.11259 -1.24786  0.064
H 0.17345 0.08748 0.50736  0.084
H 1.61602 -0.68510 -0.20167  0.063
H -1.23551 -1.49136 -0.79733  0.100
H 0.20541 -2.37070 -1.30944  0.115
H -0.70905 -2.03924 1.58967  0.141
H 1.72835 -2.23643 1.43608  0.073
H 1.11683 -3.76471 2.02991  0.071
H 1.59153 -3.62161 0.33229  0.085
H -0.64850 -4.65274 0.09976  0.143
H -2.96794 -2.77777 0.08746  0.160
H -2.76130 -5.86517 -2.61083  0.088
H -2.11915 -6.21906 -0.99264  0.077
H -1.19836 -5.18344 -2.11918  0.083
H -3.28961 -5.37336 1.10556  0.122
H -3.45911 -5.18328 3.95030  0.087
H -2.65047 -6.70151 3.52363  0.086
H -4.30312 -6.37945 2.93933  0.085
C -0.29664 7.64106 0.34081  -0.101
C -0.92844 6.39627 0.28579  -0.087
C -0.17879 5.23989 0.04597  -0.043
C 1.21099 5.30747 -0.15248  -0.171
C 2.00122 4.02978 -0.37193  -0.312
C 1.44672 3.15651 -1.49044  -0.151
C 2.61528 2.24656 -1.85777  -0.178
C 3.86887 3.05920 -1.55078  -0.207
N 3.37560 4.24393 -0.84044  -0.034
C 1.83152 6.56993 -0.09641  -0.035
C 1.08453 7.72745 0.14988  -0.087
H -0.87745 8.53903 0.53047  0.097
H -2.00161 6.32514 0.43468  0.099
H -0.68564 4.28057 0.01863  0.106
H 2.01224 3.45955 0.56441  0.151
H 0.56902 2.58612 -1.17388  0.098
H 1.17236 3.77785 -2.35007  0.129
H 2.57407 1.94277 -2.90831  0.111
H 2.60441 1.34916 -1.23390  0.085
H 4.56043 2.48063 -0.92938  0.107
H 4.38692 3.35171 -2.47013  0.105
H 3.99533 4.52619 -0.08162  0.115
H 2.90207 6.66146 -0.24799  0.099
H 1.57932 8.69354 0.18878  0.099

Results
- HOMO-LUMO gap (eV) = 9.2851
- HOMO (eV) = -8.6551
- E_LUMO (Ha) = 0.0232
- relative energy (zero: lowest compared OMol25 entry of this formula, charge and spin) (eV) = 0.4476
- SMILES = CC[C@H](C)[C@H](NC(C)=O)C(=O)NC.c1ccc([C@H]2CCCN2)cc1
- charge = 0

***

5.
C8H32B2O32 as an isolated structure. Source: OMol25; level of theory: wB97M-V/def2-TZVPD.

Each line ends with the Löwdin charge.
Positions of all 74 atoms, in Å:
O 5.76600 21.33900 6.83300  0.054
C 4.71700 21.01700 7.50300  -0.314
O 4.00000 21.83200 8.16900  0.314
B 2.88800 21.11800 8.79900  -0.875
O 2.99500 19.80300 8.08100  0.255
C 4.15200 19.70800 7.57100  -0.374
O 4.34000 18.68900 6.85800  0.114
O 1.62700 21.66700 8.53900  0.325
C 1.15200 21.99700 9.65500  -0.363
O 0.21300 22.85900 9.68800  0.128
C 1.96700 21.72400 10.70900  -0.424
O 2.92800 21.06700 10.24000  0.318
O 1.82500 22.11500 11.85200  0.117
O 1.91500 24.86200 8.51300  0.220
C 1.36900 25.51000 9.27200  -0.589
O 1.91800 25.97000 10.30100  0.270
B 0.70100 26.41900 11.20100  -0.746
O -0.45100 26.32700 10.28800  0.268
C 0.00300 25.90900 9.13600  -0.393
O -0.76900 25.69600 8.21500  0.134
O 0.99400 27.80000 11.59000  0.266
C 0.94900 27.81300 12.90500  -0.430
O 1.03700 28.77300 13.56600  0.194
C 0.83100 26.40800 13.27000  -0.546
O 0.55300 25.63300 12.43100  0.333
O 0.76900 26.06300 14.43400  0.134
O 0.66700 18.70300 9.92700  -0.034
H 0.36900 18.95500 9.07200  0.009
H 0.02700 19.03600 10.59500  0.021
O 0.08600 23.19000 13.94600  0.089
H -0.03300 22.78900 13.09000  0.080
H 0.42200 24.05000 13.83900  0.026
O 0.60800 20.94000 5.72900  -0.100
H 0.78300 21.88500 6.18100  0.070
H 0.19000 20.33300 6.31000  -0.011
O 3.73000 18.98200 11.96500  -0.128
H 3.55600 19.90100 11.52700  0.048
H 3.19100 19.19700 12.79100  0.014
O 5.11700 16.14100 5.15600  -0.008
H 5.26800 16.29600 5.96200  -0.123
H 4.85500 15.12300 5.17100  0.115
O 5.56100 19.46500 3.88500  0.018
H 5.28700 19.39700 4.72800  -0.065
H 5.84500 20.34100 3.93700  0.002
O 0.25200 20.27100 11.99800  -0.078
H -0.68400 20.39700 11.66900  0.042
H 0.70300 21.07000 12.32600  -0.003
O 3.48600 24.15800 12.85700  -0.032
H 3.02000 23.38200 12.74900  -0.068
H 3.47400 24.02600 13.84100  0.055
O 0.25900 23.80300 6.29500  -0.076
H -0.54600 24.13000 6.77200  0.044
H 1.02200 23.72200 6.88300  0.019
O 1.86600 17.07400 7.47500  -0.030
H 1.86600 17.58100 6.73100  -0.033
H 2.49200 17.42800 8.13700  0.044
O -1.76700 22.19900 8.03600  -0.131
H -1.91300 22.07700 6.94600  0.159
H -0.83100 22.42700 8.09400  -0.025
O 8.39900 22.08400 6.47000  -0.152
H 8.78800 21.95100 7.38300  0.051
H 7.49100 21.55900 6.46600  0.043
O -2.04800 20.93100 10.49900  -0.034
H -2.00100 21.62300 9.90500  -0.043
H -2.85600 20.36100 10.42200  0.089
O 6.33200 24.02900 8.25200  -0.032
H 5.64900 23.97700 8.84000  -0.032
H 6.22200 23.28800 7.61400  0.017
O 2.07700 19.63400 14.37900  -0.103
H 1.85900 19.35300 15.23100  -0.018
H 1.94900 20.70900 14.46400  0.092
O 1.91900 22.47300 14.65600  -0.018
H 1.15200 22.79500 14.39800  -0.261
H 1.77500 22.97000 15.48200  0.100

Results
- HOMO-LUMO gap (eV) = 9.3451
- HOMO (eV) = -5.9392
- E_LUMO (Ha) = 0.1252
- relative energy (zero: lowest compared OMol25 entry of this formula, charge and spin) (eV) = 9.8509
- charge = -2

***

6.
F2H2NPS as an isolated structure. Source: OMol25; level of theory: wB97M-V/def2-TZVPD.

Each line ends with the Löwdin spin population.
Positions of all 7 atoms, in Å:
N 0.10418 -0.06730 -0.22987  0.956
F 2.69259 -0.93494 -1.43724  0.076
F 2.51718 -1.45318 0.90139  0.060
P 2.49116 -0.18235 -0.02673  0.372
S 3.81112 1.11364 0.35688  0.462
H 0.20228 -0.44275 -1.12584  0.038
H -0.10871 0.87397 -0.35709  0.036

Results
- HOMO-LUMO gap (alpha / beta) (eV) = 8.8766 / 6.8702
- 2S+1 = 3
- HOMO (alpha / beta) (eV) = -7.9440 / -10.4013
- E_LUMO (alpha / beta) (Ha) = 0.0343 / -0.1298
- relative energy (zero: lowest compared OMol25 entry of this formula, charge and spin) (eV) = 0.1565
- charge = 0

***

The records above yield max |F| values of 7.3; 4.8; 1.8; 2.0; 12.0; 2.4 eV/A, respectively.